1.
{"formula": "C9H12ClN3O", "method": "the ωB97M-V functional and the def2-TZVPD basis", "symbols": ["C", "N", "C", "C", "C", "C", "O", "C", "C", "C", "C", "Cl", "N", "N", "H", "H", "H", "H", "H", "H", "H", "H", "H", "H", "H", "H"], "positions_angstrom": [[1.99, 2.10, -0.30], [2.09, 0.68, -0.55], [3.42, 0.05, -0.48], [2.77, -1.19, 0.18], [1.59, -0.24, 0.49], [0.18, -0.75, 0.27], [-0.69, 0.35, 0.51], [-2.01, 0.18, 0.29], [-2.59, -1.02, -0.11], [-3.96, -1.04, -0.28], [-4.63, 0.17, -0.04], [-6.34, 0.25, -0.24], [-4.02, 1.28, 0.35], [-2.70, 1.28, 0.51], [2.49, 2.38, 0.64], [2.43, 2.62, -1.12], [0.94, 2.36, -0.18], [3.90, -0.10, -1.42], [4.12, 0.56, 0.23], [3.29, -1.63, 1.02], [2.50, -1.95, -0.55], [1.67, 0.17, 1.50], [-0.03, -1.60, 0.96], [0.10, -1.08, -0.79], [-2.01, -1.91, -0.29], [-4.51, -1.91, -0.61]], "lowdin_charge": [-0.08, -0.16, -0.17, -0.09, -0.31, -0.15, -0.02, -0.34, 0.01, -0.06, -0.74, 0.67, 0.02, 0.10, 0.09, 0.07, 0.08, 0.10, 0.12, 0.10, 0.11, 0.15, 0.15, 0.14, 0.10, 0.11], "smiles": "CN1CC[C@@H]1COc1ccc(Cl)nn1", "total_charge": 0, "homo_lumo_gap_ev": 9.2, "e_above_lowest_kj_mol": 0.0, "e_lumo_ev": 0.2, "homo_energy_ev": -8.97}

---

2.
{"formula": "C4H11N2", "method": "the ωB97M-V functional and the def2-TZVPD basis", "symbols": ["C", "C", "C", "C", "N", "N", "H", "H", "H", "H", "H", "H", "H", "H", "H", "H", "H"], "positions_angstrom": [[1.81, 0.33, -0.51], [0.78, 1.17, -1.09], [-1.17, 0.14, 0.21], [-0.48, -2.04, 0.98], [-0.42, -0.64, 1.08], [-0.38, 1.39, -0.11], [2.08, -0.61, -0.95], [2.31, 0.64, 0.39], [1.15, 2.18, -1.31], [0.36, 0.75, -2.01], [-1.48, -0.34, -0.74], [-2.07, 0.50, 0.73], [-1.15, -2.40, 1.77], [-0.85, -2.41, 0.02], [0.49, -2.47, 1.22], [0.03, 1.67, 0.79], [-1.00, 2.14, -0.44]], "lowdin_charge": [0.09, -0.19, -0.22, -0.12, 0.01, 0.05, 0.07, 0.07, 0.14, 0.13, 0.15, 0.16, 0.11, 0.09, 0.10, 0.18, 0.18], "total_charge": 1, "homo_lumo_gap_ev": [8.4, 9.5], "e_above_lowest_kj_mol": 441.8, "e_lumo_ev": [-4.8, -4.5], "homo_energy_ev": [-13.25, -13.98]}

---

3.
{"formula": "C5H10O2", "method": "the ωB97M-V functional and the def2-TZVPD basis", "symbols": ["C", "C", "C", "C", "C", "O", "H", "H", "H", "H", "H", "H", "H", "H", "O", "H", "H"], "positions_angstrom": [[0.98, -1.77, 1.12], [0.91, -0.59, 0.20], [0.45, 0.61, 0.51], [0.40, 1.76, -0.46], [-0.78, 1.79, -1.40], [-1.62, 0.92, -1.53], [2.02, -2.10, 1.25], [0.58, -1.53, 2.12], [0.40, -2.61, 0.71], [1.26, -0.77, -0.82], [0.07, 0.80, 1.52], [1.29, 1.75, -1.12], [0.44, 2.73, 0.05], [-0.84, 2.70, -2.03], [-1.96, -1.61, -0.12], [-1.79, -0.88, -0.74], [-1.81, -1.20, 0.73]], "lowdin_charge": [-0.10, -0.18, -0.14, -0.16, -0.23, 0.05, 0.07, 0.08, 0.07, 0.12, 0.11, 0.12, 0.12, 0.12, -0.07, 0.00, 0.03], "smiles": "C/C=C/CC=O.O", "total_charge": 0, "homo_lumo_gap_ev": 10.4, "e_above_lowest_kj_mol": 170.0, "e_lumo_ev": 0.8, "homo_energy_ev": -9.56}

---

4.
{"formula": "C6H11N2", "method": "the ωB97M-V functional and the def2-TZVPD basis", "symbols": ["C", "C", "C", "C", "C", "C", "N", "N", "H", "H", "H", "H", "H", "H", "H", "H", "H", "H", "H"], "positions_angstrom": [[0.97, 2.07, -0.44], [1.64, 1.00, -0.54], [-1.43, 0.18, -0.28], [-0.30, -0.10, 0.61], [-2.92, -0.11, 0.02], [2.11, -0.78, 1.05], [-0.82, 1.21, 0.46], [1.08, -0.23, -0.01], [0.84, 3.04, -0.67], [2.66, 0.87, -0.86], [-1.20, 0.05, -1.32], [-0.28, -0.48, 1.66], [-2.94, -0.19, 1.13], [-3.14, -1.06, -0.54], [-3.51, 0.80, -0.38], [1.86, -0.06, 1.90], [1.85, -1.84, 1.21], [3.15, -0.75, 0.62], [0.92, -1.01, -0.85]], "lowdin_charge": [0.27, -0.14, -0.35, -0.27, -0.02, 0.05, 0.14, -0.11, 0.06, 0.13, 0.14, 0.17, 0.09, 0.10, 0.12, 0.14, 0.11, 0.12, 0.27], "total_charge": 1, "homo_lumo_gap_ev": [9.1, 9.1], "e_above_lowest_kj_mol": 650.6, "e_lumo_ev": [-4.6, -4.6], "homo_energy_ev": [-13.73, -13.73]}

---

5.
{"formula": "C48H113N5O11", "method": "the ωB97M-V functional and the def2-TZVPD basis", "symbols": ["C", "C", "C", "C", "C", "C", "C", "C", "C", "N", "O", "H", "H", "H", "H", "H", "H", "H", "H", "H", "H", "H", "H", "H", "H", "H", "H", "H", "H", "H", "C", "C", "C", "C", "C", "C", "C", "C", "C", "N", "O", "H", "H", "H", "H", "H", "H", "H", "H", "H", "H", "H", "H", "H", "H", "H", "H", "H", "H", "H", "C", "C", "C", "C", "C", "C", "C", "C", "C", "N", "O", "H", "H", "H", "H", "H", "H", "H", "H", "H", "H", "H", "H", "H", "H", "H", "H", "H", "H", "H", "C", "C", "C", "C", "C", "C", "C", "C", "C", "N", "O", "H", "H", "H", "H", "H", "H", "H", "H", "H", "H", "H", "H", "H", "H", "H", "H", "H", "H", "H", "C", "C", "C", "C", "C", "C", "C", "C", "C", "N", "O", "H", "H", "H", "H", "H", "H", "H", "H", "H", "H", "H", "H", "H", "H", "H", "H", "H", "H", "H", "C", "O", "H", "H", "H", "H", "C", "O", "H", "H", "H", "H", "C", "O", "H", "H", "H", "H", "O", "H", "H", "O", "H", "H", "O", "H", "H"], "positions_angstrom": [[2.06, 0.83, -2.98], [2.61, 1.32, -4.27], [4.13, 1.45, -4.19], [2.28, 0.47, -5.49], [0.79, 0.58, -5.91], [0.46, 2.01, -6.22], [0.73, 2.91, -4.99], [0.50, 4.35, -5.37], [-0.32, 2.68, -3.85], [2.11, 2.69, -4.58], [2.54, 3.62, -3.58], [2.61, -0.01, -2.53], [2.15, 1.63, -2.23], [1.01, 0.55, -3.00], [4.45, 2.13, -3.42], [4.61, 0.45, -4.02], [4.49, 1.78, -5.20], [3.00, 0.76, -6.33], [2.58, -0.55, -5.36], [0.59, -0.12, -6.70], [0.20, 0.25, -5.04], [-0.53, 2.09, -6.62], [1.15, 2.35, -7.03], [0.42, 5.08, -4.55], [-0.49, 4.53, -5.93], [1.27, 4.61, -6.11], [-1.22, 3.19, -4.11], [0.12, 3.12, -2.95], [-0.53, 1.68, -3.63], [1.84, 3.47, -2.90], [-3.44, -1.19, 0.52], [-3.91, -0.79, -0.90], [-5.36, -0.24, -0.75], [-2.91, 0.18, -1.55], [-3.24, 0.44, -3.10], [-3.07, -0.89, -3.84], [-4.08, -1.96, -3.21], [-5.55, -1.75, -3.76], [-3.67, -3.26, -3.78], [-3.89, -2.01, -1.73], [-4.97, -2.88, -1.25], [-3.94, -2.07, 0.84], [-2.36, -1.43, 0.57], [-3.58, -0.42, 1.34], [-6.11, -0.96, -0.43], [-5.45, 0.60, -0.05], [-5.77, 0.15, -1.72], [-2.96, 1.14, -0.98], [-1.85, -0.20, -1.47], [-4.28, 0.81, -3.04], [-2.65, 1.30, -3.35], [-2.06, -1.17, -3.75], [-3.36, -0.81, -4.87], [-5.86, -0.75, -3.69], [-6.18, -2.33, -3.07], [-5.64, -2.10, -4.77], [-2.58, -3.40, -3.55], [-3.77, -3.28, -4.88], [-4.28, -4.03, -3.36], [-4.49, -3.68, -1.05], [3.73, -1.62, 2.97], [4.35, -0.33, 2.48], [4.72, -0.46, 0.99], [3.42, 0.83, 2.69], [4.16, 2.19, 2.62], [5.24, 2.25, 3.64], [6.28, 1.20, 3.37], [7.16, 1.41, 2.07], [7.27, 1.14, 4.55], [5.53, -0.12, 3.41], [6.45, -1.21, 3.24], [3.57, -1.52, 4.07], [2.74, -1.71, 2.50], [4.38, -2.44, 2.72], [5.55, -1.14, 0.81], [3.80, -0.95, 0.54], [4.77, 0.49, 0.49], [2.69, 0.82, 1.97], [2.96, 0.71, 3.71], [4.48, 2.33, 1.59], [3.43, 3.01, 2.68], [4.78, 2.01, 4.63], [5.72, 3.23, 3.75], [7.79, 2.23, 2.37], [6.69, 1.65, 1.09], [7.82, 0.61, 1.84], [8.20, 0.59, 4.26], [6.94, 0.56, 5.37], [7.55, 2.14, 4.90], [6.32, -1.72, 4.07], [-0.45, -0.87, 4.08], [-1.75, -1.19, 4.79], [-1.53, -1.10, 6.34], [-2.87, -0.28, 4.26], [-4.29, -0.65, 4.82], [-4.57, -2.10, 4.48], [-3.39, -3.13, 4.88], [-3.51, -3.35, 6.42], [-3.62, -4.43, 4.09], [-2.06, -2.61, 4.35], [-1.07, -3.42, 5.02], [-0.31, -1.20, 2.97], [-0.24, 0.16, 4.06], [0.42, -1.38, 4.48], [-0.98, -0.12, 6.54], [-2.44, -1.11, 6.93], [-0.83, -1.81, 6.78], [-2.60, 0.74, 4.47], [-2.85, -0.31, 3.17], [-4.32, -0.42, 5.90], [-5.02, -0.03, 4.31], [-4.51, -2.15, 3.42], [-5.55, -2.58, 4.69], [-4.13, -4.15, 6.68], [-3.94, -2.45, 6.84], [-2.54, -3.46, 6.87], [-4.51, -4.94, 4.41], [-2.84, -5.16, 4.27], [-3.64, -4.08, 3.08], [-0.67, -3.90, 4.28], [-1.24, 6.71, -0.43], [-0.26, 5.60, 0.00], [0.77, 5.38, -1.04], [0.33, 5.93, 1.34], [1.17, 4.79, 1.99], [0.19, 3.68, 2.18], [-0.57, 3.25, 0.92], [0.32, 2.34, 0.05], [-1.68, 2.33, 1.44], [-1.20, 4.41, 0.30], [-1.63, 3.94, -0.94], [-0.72, 7.63, -0.28], [-1.46, 6.74, -1.52], [-2.23, 6.66, 0.02], [0.89, 6.36, -1.46], [1.72, 5.02, -0.76], [0.51, 4.68, -1.77], [0.94, 6.85, 1.19], [-0.48, 6.23, 2.04], [2.05, 4.48, 1.42], [1.64, 5.15, 2.93], [-0.58, 3.95, 2.91], [0.68, 2.91, 2.76], [-0.21, 2.03, -0.88], [0.54, 1.49, 0.71], [1.23, 2.83, -0.30], [-2.44, 2.04, 0.67], [-2.19, 2.84, 2.30], [-1.21, 1.41, 1.79], [-2.56, 4.22, -1.01], [0.99, -1.84, 0.16], [0.25, -3.04, -0.13], [1.16, -1.80, 1.22], [2.03, -1.86, -0.30], [0.39, -0.95, -0.11], [0.54, -3.33, -1.01], [-0.81, -7.10, -2.77], [-1.12, -5.73, -3.18], [-0.60, -7.14, -1.72], [-1.54, -7.84, -2.99], [0.12, -7.36, -3.32], [-1.85, -5.37, -2.65], [2.79, -3.05, -2.96], [1.78, -3.95, -2.50], [2.47, -1.99, -3.01], [3.61, -3.14, -2.31], [3.03, -3.23, -4.02], [1.19, -4.14, -3.25], [-2.61, -4.22, -0.51], [-2.77, -3.45, -1.08], [-1.81, -4.07, 0.03], [-0.53, -3.67, 2.43], [-1.40, -3.18, 2.40], [-0.09, -3.59, 1.55], [0.46, -4.75, -5.12], [-0.40, -5.05, -4.68], [0.20, -4.60, -6.07]], "lowdin_charge": [-0.03, -0.53, -0.04, -0.12, -0.17, -0.13, -0.50, -0.05, -0.02, -0.09, -0.02, 0.07, 0.08, 0.07, 0.07, 0.10, 0.10, 0.14, 0.10, 0.10, 0.09, 0.11, 0.13, 0.08, 0.11, 0.09, 0.08, 0.05, 0.03, 0.05, -0.03, -0.48, -0.02, -0.10, -0.14, -0.10, -0.47, -0.01, -0.06, -0.07, -0.05, 0.06, 0.08, 0.08, 0.08, 0.08, 0.07, 0.10, 0.12, 0.10, 0.07, 0.09, 0.11, 0.04, 0.09, 0.08, 0.10, 0.10, 0.08, 0.07, -0.03, -0.52, -0.01, -0.13, -0.17, -0.16, -0.48, -0.01, -0.05, -0.09, -0.05, 0.10, 0.06, 0.08, 0.09, 0.07, 0.06, 0.08, 0.14, 0.10, 0.10, 0.14, 0.13, 0.07, 0.08, 0.06, 0.09, 0.06, 0.09, 0.12, -0.05, -0.47, -0.02, -0.12, -0.15, -0.13, -0.44, -0.02, -0.03, -0.08, -0.06, 0.10, 0.05, 0.08, 0.10, 0.05, 0.08, 0.11, 0.08, 0.10, 0.10, 0.08, 0.13, 0.06, 0.06, 0.07, 0.08, 0.08, 0.06, 0.06, -0.03, -0.50, -0.02, -0.14, -0.18, -0.17, -0.52, -0.02, -0.03, -0.07, -0.05, 0.07, 0.09, 0.09, 0.10, 0.07, 0.03, 0.13, 0.14, 0.10, 0.13, 0.12, 0.12, 0.08, 0.07, 0.07, 0.07, 0.10, 0.07, 0.12, -0.11, -0.16, 0.03, 0.09, 0.08, 0.06, -0.08, -0.17, 0.07, 0.06, 0.10, 0.05, -0.13, -0.13, 0.05, 0.07, 0.09, 0.05, -0.06, 0.00, 0.03, -0.10, 0.05, 0.02, -0.11, 0.03, 0.07], "smiles": "CC1(C)CCCC(C)(C)N1O.CC1(C)CCCC(C)(C)N1O.CC1(C)CCCC(C)(C)N1O.CC1(C)CCCC(C)(C)N1O.CC1(C)CCCC(C)(C)N1O.CO.CO.CO.O.O.O", "total_charge": 0, "homo_lumo_gap_ev": 8.9, "e_above_lowest_kj_mol": 0.0, "e_lumo_ev": 0.4, "homo_energy_ev": -8.54}

---

6.
{"formula": "C28H37N3O5S", "method": "the ωB97M-V functional and the def2-TZVPD basis", "symbols": ["C", "C", "C", "C", "O", "C", "C", "C", "C", "N", "C", "O", "C", "C", "C", "C", "N", "C", "O", "C", "C", "C", "N", "S", "O", "O", "C", "C", "C", "C", "C", "C", "C", "C", "C", "C", "C", "H", "H", "H", "H", "H", "H", "H", "H", "H", "H", "H", "H", "H", "H", "H", "H", "H", "H", "H", "H", "H", "H", "H", "H", "H", "H", "H", "H", "H", "H", "H", "H", "H", "H", "H", "H", "H"], "positions_angstrom": [[5.39, 1.96, -2.77], [5.34, 3.23, -1.93], [4.66, 3.02, -0.58], [5.45, 2.11, 0.37], [5.41, 0.74, 0.04], [4.26, 0.04, 0.23], [3.13, 0.50, 0.91], [2.03, -0.32, 1.05], [2.02, -1.61, 0.54], [0.87, -2.38, 0.74], [0.56, -3.59, 0.23], [1.27, -4.26, -0.49], [-0.86, -4.05, 0.66], [-1.13, -5.49, 0.21], [-2.42, -5.42, -0.60], [-2.41, -3.99, -1.13], [-1.87, -3.23, -0.03], [-2.24, -2.04, 0.47], [-1.68, -1.57, 1.45], [-3.30, -1.25, -0.28], [-2.58, -0.40, -1.34], [-3.59, 0.50, -2.06], [-4.38, 1.29, -1.15], [-3.88, 2.84, -0.82], [-4.99, 3.49, -0.19], [-3.37, 3.38, -2.05], [-2.55, 2.76, 0.37], [-1.24, 2.67, -0.07], [-0.21, 2.60, 0.86], [-0.49, 2.63, 2.22], [0.62, 2.56, 3.23], [-1.81, 2.73, 2.64], [-2.84, 2.80, 1.72], [-5.02, 0.55, -0.09], [-4.05, -0.33, 0.69], [3.15, -2.08, -0.13], [4.24, -1.26, -0.28], [5.97, 1.19, -2.27], [5.86, 2.16, -3.74], [4.39, 1.57, -2.95], [6.35, 3.60, -1.77], [4.78, 3.99, -2.48], [4.53, 3.98, -0.09], [3.67, 2.58, -0.74], [5.12, 2.26, 1.41], [6.52, 2.37, 0.32], [3.10, 1.49, 1.33], [1.15, 0.05, 1.57], [0.13, -1.92, 1.27], [-0.96, -3.90, 1.73], [-0.30, -5.81, -0.42], [-1.20, -6.17, 1.06], [-3.29, -5.56, 0.05], [-2.46, -6.16, -1.39], [-1.73, -3.91, -1.99], [-3.40, -3.65, -1.43], [-4.02, -1.91, -0.77], [-1.83, 0.22, -0.84], [-2.08, -1.04, -2.06], [-3.09, 1.20, -2.73], [-4.28, -0.12, -2.65], [-1.04, 2.67, -1.13], [0.81, 2.54, 0.52], [0.70, 1.54, 3.62], [1.57, 2.84, 2.79], [0.41, 3.21, 4.08], [-2.03, 2.76, 3.70], [-3.87, 2.90, 2.03], [-5.50, 1.29, 0.55], [-5.81, -0.07, -0.54], [-3.33, 0.28, 1.23], [-4.61, -0.93, 1.41], [3.16, -3.08, -0.53], [5.12, -1.61, -0.80]], "lowdin_charge": [-0.10, -0.26, -0.19, -0.20, -0.07, -0.27, -0.02, -0.01, -0.21, 0.15, -0.40, 0.07, -0.16, -0.11, -0.14, -0.13, 0.01, -0.40, 0.04, -0.22, -0.10, -0.18, -0.23, 0.68, -0.28, -0.28, -0.27, -0.06, -0.03, -0.26, -0.04, -0.02, -0.06, -0.18, -0.12, 0.00, 0.01, 0.07, 0.07, 0.08, 0.11, 0.10, 0.11, 0.10, 0.12, 0.13, 0.09, 0.10, 0.11, 0.16, 0.11, 0.12, 0.11, 0.11, 0.14, 0.12, 0.13, 0.11, 0.12, 0.12, 0.13, 0.12, 0.10, 0.09, 0.07, 0.08, 0.12, 0.12, 0.11, 0.13, 0.10, 0.13, 0.10, 0.12], "smiles": "CCCCOc1ccc(NC(=O)[C@@H]2CCCN2C(=O)C2CCN(S(=O)(=O)c3ccc(C)cc3)CC2)cc1", "total_charge": 0, "homo_lumo_gap_ev": 8.4, "e_above_lowest_kj_mol": 139.5, "e_lumo_ev": 0.5, "homo_energy_ev": -7.89}

---

Which formula does entry 2 have? C4H11N2

---

Number 3 is which compound? C5H10O2